ORCA calculation (ωB97M-V/def2-TZVPD) on a molecular structure, C55H80AlBCl5F11N3O7P.

Summary:
- E_LUMO: -0.219 Ha
- Strongest force on any atom: 2.942 eV Å⁻¹
- HOMO-LUMO gap: 1.127 eV
- Molecular weight: 1350.27 g/mol
- Multiplicity: 1

Last column: Mulliken charge in e.
Geometry (Å):
Cl 3.3270 0.6221 7.2353  -0.08
Cl -4.2358 0.0278 -6.7306  -0.53
Cl 1.8137 -1.5607 8.3689  -0.11
Cl 4.1423 -2.1097 6.7559  -0.09
Cl 4.4477 -0.9492 9.3830  -0.09
P -3.9271 -1.7119 -2.9784  -0.23
Al 5.2140 -3.5852 1.4785  0.42
F 5.8179 -1.9299 1.1020  -0.34
F 7.1024 3.6617 -1.8054  -0.35
F 8.1904 4.4758 -3.6705  -0.16
F 4.8992 -2.2411 -1.0627  -0.21
F 6.0946 3.5008 -3.8648  -0.30
F 6.3058 5.5459 -2.8427  -0.40
F -0.5613 -3.3854 -1.3187  -0.38
F 0.4466 -1.6384 -0.4637  -0.48
F 4.8478 -4.2675 -1.8288  -0.30
F 5.8119 -2.7433 -3.0215  -0.28
F 9.6112 5.3734 -4.8055  -0.19
O 6.9611 0.7371 8.3387  -0.67
O 6.2535 4.7763 4.9099  -0.68
O -7.9440 2.3141 -3.4468  -0.27
O -3.8715 -2.6249 1.2322  -0.51
O -1.1760 -3.2752 3.7073  -0.74
O -10.8827 2.2137 -3.5066  -0.37
O -3.1447 -7.5579 1.6566  -0.29
N -4.8818 3.4113 -2.9195  -0.38
N -3.1114 0.9088 -1.0001  0.60
N -1.7445 -5.0811 2.4954  -0.09
C 4.0818 3.8740 0.3448  1.07
C 0.5123 -4.2158 2.2854  -0.81
C 6.5225 5.6649 8.9863  -0.48
C 3.3238 -2.8190 -4.2425  -0.96
C 6.6314 1.3953 6.1052  0.74
C 6.4264 2.4495 5.2127  0.21
C -4.5248 -7.6685 2.0289  -0.43
C 6.6895 0.0891 5.6340  -0.95
C 3.4262 -2.7380 -2.8665  0.08
C -4.3940 -0.5250 2.4591  -1.57
C -2.8518 -8.5244 0.6377  -0.50
C -10.8214 2.0752 -4.9177  -0.68
C -8.0140 3.7039 -3.7350  -0.87
C 1.8523 2.5623 -3.8366  0.46
C -3.1048 -0.5108 -0.5437  -1.17
C -0.8284 0.2923 -2.0066  1.00
C -0.1035 -2.1285 -1.6359  1.94
C -10.0542 1.2871 -2.8247  -0.70
C 6.5112 4.1121 7.1535  0.12
C 2.0594 -2.6545 -4.7920  -0.85
C -8.7662 1.9329 -2.3555  -0.33
C -4.4525 1.3787 -1.5016  -0.44
C 5.1382 4.7274 0.9851  -1.51
C 2.9250 1.4507 -4.0116  -1.64
C 0.6847 2.1906 -2.9087  -1.41
C -0.8661 -4.1378 2.8972  0.87
C 3.4565 4.2935 -0.8088  -1.18
C 6.3008 0.8822 3.3955  -0.74
C 4.7811 -2.9360 -2.2018  0.90
C 2.5776 3.7854 -3.1589  -1.58
C 0.9702 -2.4391 -3.9719  -0.35
C -5.1870 -8.5579 0.9887  -0.53
C -3.4983 -3.3915 -3.6675  -1.14
C 2.3443 -2.4997 -2.0386  -0.49
C -1.1999 -1.2093 -2.1686  -1.45
C 3.3770 3.2881 -1.9292  0.56
C -3.3320 -1.4421 1.8199  -0.32
C -4.5028 2.9318 -1.5761  -0.72
C -2.6286 -1.5155 -1.6164  0.16
C 6.2574 2.1864 3.8589  -0.84
C 6.7352 3.3071 9.4157  -0.48
C 1.0823 -2.3472 -2.5908  -0.43
C -4.0392 -9.4718 0.5824  -0.59
C 6.6563 4.6088 9.8823  -0.53
C -2.3944 -0.7115 0.8257  -0.30
C 6.6694 3.0538 8.0512  0.11
C 6.3891 3.8567 5.6925  0.48
C 3.7745 2.5374 0.9841  -1.16
C 6.5237 -0.1648 4.2833  -0.69
C 6.4493 5.4176 7.6256  -0.57
C 6.7729 1.6516 7.5625  0.71
C -3.5666 -0.5594 -4.3954  -1.33
C 0.0750 0.7963 -3.1699  0.09
C 3.4348 -0.9991 7.9393  0.35
C -2.0308 1.2540 -1.9807  -2.37
B 6.9188 4.3013 -3.0445  0.45
H 6.4700 6.6822 9.3526  0.40
H -5.3316 -0.4979 1.8848  0.36
H 2.9755 2.3693 -1.4722  -0.04
H -3.9185 -10.2677 1.3211  0.27
H 2.6958 2.3808 1.1058  0.29
H 4.4088 3.0311 -2.2467  0.55
H -6.0560 -9.0880 1.3754  0.34
H 1.4881 2.9562 -4.7947  0.61
H 4.1372 1.7123 0.3445  0.32
H -1.6371 2.2322 -1.6780  0.66
H -7.5533 3.8704 -4.7074  0.23
H 2.5250 -2.4651 -0.9686  0.48
H -2.7259 -7.9902 -0.3103  0.30
H 3.0159 5.2884 -0.8898  0.52
H -4.9115 2.6455 -3.5818  0.21
H 5.3146 5.6263 0.3863  0.45
H -2.0535 0.2274 1.2832  0.83
H -1.2511 -1.3710 -3.2525  0.19
H -11.3744 1.1841 -5.2322  0.33
H -2.5617 -0.1128 -4.3818  0.92
H -7.4556 4.2662 -2.9814  0.29
H 2.8946 0.8149 -3.1127  0.29
H 6.7011 4.8035 10.9462  0.40
H 6.8445 2.4867 10.1124  0.49
H 0.8279 0.0623 -3.4633  -0.39
H -4.8229 -2.5045 1.1286  0.36
H 6.8581 -0.7268 6.3237  0.67
H -2.4772 1.4353 -2.9654  0.49
H -2.6651 -1.7971 2.6307  0.40
H 4.8538 5.0211 2.0104  0.46
H -0.1133 2.9283 -3.1039  0.33
H -2.5353 -3.2676 -4.1933  0.22
H -4.6329 -0.9363 3.4475  0.46
H 0.9122 2.2819 -1.8341  0.50
H -3.9452 0.4666 2.5904  0.31
H 1.8313 4.5272 -2.8359  0.52
H -4.2639 -3.7579 -4.3520  0.45
H -5.1664 1.1030 -0.7158  0.43
H 6.5646 -1.1816 3.9139  0.44
H -1.9170 -9.0333 0.8761  0.31
H 6.1643 0.6746 2.3408  0.68
H -4.1686 -9.9324 -0.3958  0.33
H -2.9476 1.4850 -0.1731  0.83
H -2.6768 -2.4779 -1.0873  1.12
H -3.5553 3.3994 -1.2657  0.37
H -5.5062 -7.9593 0.1319  0.27
H 4.1879 -2.9911 -4.8774  0.50
H -9.0459 4.0615 -3.7708  0.44
H -4.9701 -6.6731 2.0765  0.23
H -9.7916 2.0114 -5.2755  0.28
H -4.7267 0.9017 -2.4440  0.11
H -0.6043 0.8930 -4.0374  0.43
H -8.9781 2.7922 -1.7102  0.40
H -9.8421 0.4176 -3.4547  0.36
H -3.6760 -1.1125 -5.4017  0.33
H -4.1537 -0.7884 -0.3691  0.83
H -3.2838 -4.0819 -2.8421  0.35
H -11.2912 2.9522 -5.3608  0.24
H 0.6036 -5.0472 1.5864  0.33
H 6.3399 6.2387 6.9298  0.47
H -1.5624 -1.4011 0.6518  -0.68
H -8.2010 1.2007 -1.7666  0.22
H 1.9260 -2.7165 -5.8698  0.47
H 3.2660 4.2538 -3.8712  0.43
H 2.6095 0.7970 -4.8367  0.34
H 4.2734 2.4284 1.9511  0.25
H -2.6716 -5.0543 2.8838  0.11
H 3.9214 1.8714 -4.1668  0.55
H -5.2656 3.2925 -0.8696  0.36
H 1.2455 -4.3450 3.0805  0.33
H -0.2420 0.4832 -1.0935  0.62
H 6.0912 4.1790 1.0326  0.32
H 0.7167 -3.2876 1.7520  -0.04
H -4.2054 4.1103 -3.2000  0.25
H -4.2764 0.2654 -4.4103  0.41
H 6.0885 3.0019 3.1680  0.70
H -10.6131 0.9405 -1.9491  0.38
H -0.0083 -2.3454 -4.4422  0.33
H -1.5244 -5.8019 1.8336  0.07
H -4.5716 -8.1188 3.0255  0.28